(A)
This record from the OMol25 dataset describes one molecule with the formula C7H6. The level of theory is ωB97M-V/def2-TZVPD.

For the orbital gap, the calculation gives 8.59 eV. The calculation puts the HOMO energy at -7.56 eV. As for the LUMO energy: 1.03 eV. The structure (SMILES) is C1=C[C@H]2[C@H]3[C@H]4[C@@H]1[C@@]342.

Last column: Löwdin charge in e.
Cartesian coordinates (Å):
C (-1.395, 0.677, -0.098)  -0.037
C (-1.384, -0.700, -0.108)  -0.014
C (-0.034, -1.115, 0.405)  -0.223
C (1.149, -0.707, -0.398)  -0.075
C (1.231, 0.679, -0.390)  -0.058
C (-0.061, 1.148, 0.307)  -0.227
C (0.777, 0.082, 1.061)  -0.020
H (-2.033, 1.394, -0.361)  0.054
H (-2.188, -1.453, -0.297)  0.113
H (0.131, -2.148, 0.625)  0.119
H (1.935, -1.453, -0.461)  0.138
H (1.887, 1.350, -0.724)  0.092
H (-0.014, 2.247, 0.438)  0.139

(B)
This record from the OMol25 dataset describes one molecule with the formula C7H6. The level of theory is ωB97M-V/def2-TZVPD.

For the orbital gap (alpha / beta), the calculation gives 7.16 / 8.21 eV. The calculation puts the HOMO energy (alpha / beta) at -7.39 / -8.29 eV. As for the LUMO energy (alpha / beta): -0.23 / -0.09 eV.

Last column: Löwdin charge in e.
Cartesian coordinates (Å):
C (0.923, -1.133, 1.262)  -0.047
C (2.166, -1.142, 0.924)  0.040
C (-0.266, -0.415, 1.646)  -0.156
C (-0.634, 0.523, -0.896)  -0.061
C (1.655, -0.646, -0.289)  -0.097
C (0.819, 0.620, -0.470)  -0.233
C (-0.248, 0.540, 0.531)  -0.125
H (-1.298, -0.759, 1.740)  0.115
H (-0.228, 0.224, 2.630)  0.160
H (-1.187, 1.289, -1.259)  0.057
H (-0.872, -0.497, -1.427)  0.146
H (1.525, -1.251, -1.110)  0.081
H (1.486, 1.376, -0.801)  0.120

It turns out (A) is the most stable, with the second structure 0.1270 hartree higher.

(A)
This record from the OMol25 dataset describes one molecule with the formula C7H6. The level of theory is ωB97M-V/def2-TZVPD.

For the orbital gap (alpha / beta), the calculation gives 8.85 / 8.85 eV. The calculation puts the HOMO energy (alpha / beta) at -8.41 / -8.41 eV. As for the LUMO energy (alpha / beta): 0.44 / 0.44 eV. The structure (SMILES) is C=C=C1C2=C(C)[C@@H]12.

Last column: Löwdin charge in e.
Cartesian coordinates (Å):
C (3.098, 0.610, -0.064)  0.024
C (2.247, -0.369, -0.118)  -0.017
C (0.939, -0.557, -0.017)  -0.268
C (-0.019, 0.461, 0.615)  0.106
C (-1.117, 0.012, 0.002)  -0.290
C (-2.610, 0.239, -0.097)  -0.022
C (-0.317, -1.214, -0.075)  0.002
H (3.989, 0.805, 0.452)  0.046
H (3.103, 1.330, -0.800)  0.040
H (-2.810, 0.814, 0.778)  0.072
H (-3.079, -0.630, 0.086)  0.026
H (-2.735, 0.736, -1.141)  0.129
H (-0.689, -2.236, 0.380)  0.153

(B)
This record from the OMol25 dataset describes one molecule with the formula C7H6. The level of theory is ωB97M-V/def2-TZVPD.

For the orbital gap (alpha / beta), the calculation gives 6.81 / 6.81 eV. The calculation puts the HOMO energy (alpha / beta) at -7.16 / -7.16 eV. As for the LUMO energy (alpha / beta): -0.35 / -0.35 eV. The structure (SMILES) is CC1=CC2=C=C2C1.

Last column: Löwdin charge in e.
Cartesian coordinates (Å):
C (1.754, -0.271, -0.143)  -0.032
C (0.238, -0.187, 0.049)  -0.289
C (-0.634, -1.188, 0.359)  -0.062
C (-1.963, -0.792, 0.206)  -0.056
C (-3.037, 0.076, -0.207)  -0.035
C (-1.885, 0.844, -0.159)  -0.062
C (-0.402, 1.131, -0.160)  -0.128
H (1.981, 0.218, -1.056)  0.058
H (1.932, -1.366, -0.103)  0.088
H (2.274, 0.319, 0.725)  0.124
H (-0.290, -2.086, 0.726)  0.083
H (0.086, 1.562, -1.031)  0.123
H (-0.053, 1.741, 0.793)  0.188

It turns out (B) is the most stable, with the second structure 0.0227 hartree higher.

(A)
This record from the OMol25 dataset describes C3H7OP as an isolated structure. The level of theory is ωB97M-V/def2-TZVPD.

For the orbital gap (alpha / beta), the calculation gives 7.91 / 7.90 eV. The calculation puts the HOMO energy (alpha / beta) at -8.78 / -8.78 eV. As for the LUMO energy (alpha / beta): -0.88 / -0.88 eV.

Last column: Löwdin charge in e.
Cartesian coordinates (Å):
C (-1.387, 0.772, -1.470)  -0.102
C (-0.624, -0.086, -0.821)  -0.213
C (1.167, -1.199, 1.299)  -0.204
O (-1.403, -2.192, 0.641)  -0.399
P (-0.617, -0.972, 0.696)  0.722
H (-1.133, 0.761, -2.451)  0.012
H (-2.264, 1.345, -1.277)  0.061
H (0.639, 2.838, -0.623)  0.016
H (1.747, -0.854, 0.469)  0.008
H (1.347, -0.683, 2.169)  -0.017
H (1.528, -2.320, 1.318)  0.097
H (0.999, 2.590, 0.049)  0.019

(B)
This record from the OMol25 dataset describes C3H7OP as an isolated structure. The level of theory is ωB97M-V/def2-TZVPD.

For the orbital gap, the calculation gives 9.42 eV. The calculation puts the HOMO energy at -8.66 eV. As for the LUMO energy: 0.75 eV.

Last column: Löwdin charge in e.
Cartesian coordinates (Å):
C (-0.580, 1.528, 0.084)  0.047
C (-0.416, 0.271, 0.374)  -0.221
C (-1.235, -0.939, 0.329)  -0.062
O (1.252, -0.211, 0.792)  -0.594
P (2.442, -0.411, -0.196)  0.672
H (0.203, 2.261, 0.127)  0.071
H (-1.559, 1.877, -0.206)  0.076
H (-1.432, -1.314, 1.331)  0.090
H (-2.180, -0.718, -0.172)  0.092
H (-0.714, -1.721, -0.227)  0.085
H (2.307, 0.678, -1.082)  -0.126
H (1.912, -1.300, -1.154)  -0.129

It turns out (B) is the most stable, with the second structure 0.0669 hartree higher.

(A)
This record from the OMol25 dataset describes a 2-piece molecular cluster, C5H10NP overall. The level of theory is ωB97M-V/def2-TZVPD.

For the orbital gap (alpha / beta), the calculation gives 7.36 / 7.69 eV. The calculation puts the HOMO energy (alpha / beta) at -7.54 / -7.39 eV. As for the LUMO energy (alpha / beta): -0.19 / 0.30 eV.

Last column: Löwdin charge in e.
Cartesian coordinates (Å):
C (3.434, -1.299, 0.199)  -0.165
C (2.804, -1.112, 1.583)  -0.135
C (-3.859, -1.284, -0.118)  -0.134
C (-4.097, 0.047, 0.441)  -0.154
C (2.137, -0.599, 0.268)  -0.187
N (-2.877, -0.408, -0.301)  -0.479
P (-1.236, -0.060, -0.582)  0.775
H (4.293, -0.613, 0.178)  0.107
H (3.540, -2.206, -0.222)  0.052
H (2.332, -1.859, 2.226)  0.091
H (3.273, -0.330, 2.093)  0.059
H (-4.526, -1.908, -0.769)  0.114
H (2.139, 0.390, 0.210)  0.037
H (-4.767, 0.720, -0.061)  0.081
H (-4.044, 0.142, 1.542)  0.096
H (1.231, -1.226, 0.058)  0.061
H (-1.056, -1.228, -1.162)  -0.218

(B)
This record from the OMol25 dataset describes a 2-piece molecular cluster, C5H10NP overall. The level of theory is ωB97M-V/def2-TZVPD.

For the orbital gap (alpha / beta), the calculation gives 7.47 / 7.50 eV. The calculation puts the HOMO energy (alpha / beta) at -7.42 / -7.43 eV. As for the LUMO energy (alpha / beta): 0.05 / 0.07 eV.

Last column: Löwdin charge in e.
Cartesian coordinates (Å):
C (-1.815, 0.475, 0.035)  -0.303
C (1.024, -1.056, -0.313)  -0.407
C (-1.966, 1.966, -0.027)  -0.142
C (0.277, -2.274, -0.112)  -0.203
C (3.079, 0.537, -0.280)  -0.364
N (-2.520, -0.414, 0.480)  0.082
P (1.147, 0.547, -0.147)  0.862
H (-3.000, 2.146, 0.425)  0.080
H (-1.319, 2.372, 0.788)  0.065
H (-2.013, 2.542, -0.956)  0.069
H (0.688, -3.145, -0.498)  0.042
H (-0.753, -2.333, -0.359)  0.045
H (0.244, -2.394, 0.958)  0.077
H (3.444, 1.506, -0.093)  -0.023
H (3.576, -0.224, 0.391)  0.038
H (3.365, 0.098, -1.223)  0.002
H (-3.460, -0.349, 0.931)  0.081

It turns out (A) is the most stable, with the second structure 0.0087 hartree higher.

(A)
This record from the OMol25 dataset describes a 2-piece molecular cluster, C6H13NO overall. The level of theory is ωB97M-V/def2-TZVPD.

As for the total charge: -1. For the orbital gap (alpha / beta), the calculation gives 5.68 / 5.50 eV. The calculation puts the HOMO energy (alpha / beta) at -1.78 / -1.77 eV. Its spin multiplicity is 2. As for the LUMO energy (alpha / beta): 3.91 / 3.73 eV. The expectation value of S² is 0.754.

Last column: Löwdin charge in e.
Cartesian coordinates (Å):
C (0.317, 0.887, 2.799)  -0.152
N (-1.118, -0.447, 0.278)  0.016
C (0.326, -0.112, 0.522)  -0.428
C (0.501, -0.294, 1.954)  -0.135
C (0.894, -1.225, -1.973)  -0.119
C (1.246, -0.427, -0.679)  -0.458
C (0.839, 0.952, -0.746)  -0.088
H (0.762, 0.941, 3.775)  0.032
H (-0.691, 1.407, 2.723)  0.092
H (1.075, 1.687, 2.551)  0.080
H (-1.122, -1.514, 0.104)  0.107
H (-1.610, -0.335, 1.140)  0.051
H (0.175, -1.216, 2.186)  0.036
H (-0.025, -1.819, -1.793)  0.043
H (1.795, -1.765, -2.384)  0.048
H (0.699, -0.461, -2.823)  0.080
H (2.158, -0.807, -0.323)  0.076
H (1.479, 1.755, -0.594)  -0.058
H (-1.930, 1.521, -1.810)  0.004
H (-1.597, 0.207, -1.219)  -0.050
O (-2.260, 0.606, -1.843)  -0.178

(B)
This record from the OMol25 dataset describes a 2-piece molecular cluster, C6H13NO overall. The level of theory is ωB97M-V/def2-TZVPD.

As for the total charge: -1. For the orbital gap (alpha / beta), the calculation gives 2.72 / 7.74 eV. The calculation puts the HOMO energy (alpha / beta) at 1.01 / -4.13 eV. Its spin multiplicity is 2. As for the LUMO energy (alpha / beta): 3.73 / 3.61 eV. The expectation value of S² is 0.751.

Last column: Löwdin charge in e.
Cartesian coordinates (Å):
C (1.450, -0.694, 1.044)  -0.147
N (1.922, 2.330, 1.344)  -0.027
C (1.054, 1.667, 0.459)  -0.396
C (0.792, 0.397, 0.320)  -0.395
C (-0.164, -0.065, -0.673)  -0.175
C (-0.143, -1.156, -1.404)  -0.233
C (-1.270, -1.390, -2.294)  -0.193
H (1.297, -1.746, 0.576)  0.076
H (0.661, -0.847, 1.926)  0.110
H (2.411, -0.603, 1.308)  -0.001
H (2.267, 1.782, 2.123)  0.012
H (1.688, 3.302, 1.657)  -0.002
H (0.353, 2.384, 0.090)  0.053
H (-1.125, 0.556, -0.667)  0.103
H (0.578, -1.969, -1.156)  0.101
H (-1.861, -0.438, -2.590)  0.083
H (-2.188, -2.159, -1.869)  0.122
H (-0.953, -1.863, -3.250)  0.048
H (-2.569, 0.543, 0.466)  0.013
H (-1.660, 0.061, 1.386)  -0.056
O (-2.541, -0.089, 1.204)  -0.095

(C)
This record from the OMol25 dataset describes a 2-piece molecular cluster, C6H13NO overall. The level of theory is ωB97M-V/def2-TZVPD.

As for the total charge: -1. For the orbital gap (alpha / beta), the calculation gives 3.11 / 7.81 eV. The calculation puts the HOMO energy (alpha / beta) at 0.82 / -4.04 eV. Its spin multiplicity is 2. As for the LUMO energy (alpha / beta): 3.93 / 3.77 eV. The expectation value of S² is 0.758.

Last column: Löwdin charge in e.
Cartesian coordinates (Å):
C (-2.573, 0.365, -0.615)  -0.154
C (-1.531, 0.291, 0.461)  -0.265
N (1.369, -1.036, -1.792)  -0.018
C (0.265, -0.411, -1.192)  -0.295
C (-0.082, -0.289, 0.090)  -0.275
C (0.642, -0.512, 1.341)  -0.217
C (1.277, -1.676, 1.779)  -0.072
H (-2.134, 0.760, -1.488)  0.019
H (-3.504, 1.007, -0.260)  0.094
H (-3.038, -0.671, -0.697)  0.086
H (-2.008, -0.232, 1.351)  0.109
H (-1.311, 1.150, 1.008)  0.045
H (2.207, -0.611, -1.551)  0.017
H (1.478, -1.992, -1.450)  0.039
H (-0.388, 0.051, -1.911)  0.047
H (0.829, 0.263, 2.018)  0.045
H (1.653, -1.632, 2.623)  -0.103
H (1.369, -2.594, 1.239)  0.002
H (1.868, 1.996, -0.845)  -0.015
H (1.384, 3.063, 0.189)  0.069
O (2.229, 2.709, -0.298)  -0.157

It turns out (B) is the most stable, with the second structure 0.0110 hartree higher.

(A)
This record from the OMol25 dataset describes C3H8N2 as an isolated structure. The level of theory is ωB97M-V/def2-TZVPD.

For the orbital gap, the calculation gives 8.91 eV. The calculation puts the HOMO energy at -9.20 eV. As for the LUMO energy: -0.29 eV.

Last column: Löwdin charge in e.
Cartesian coordinates (Å):
C (1.879, 0.904, 0.274)  -0.245
C (0.283, -0.968, -0.315)  -0.357
C (-2.079, -0.484, -0.300)  -0.156
H (1.763, 1.599, 1.796)  0.156
H (2.377, 2.097, -0.770)  0.163
H (2.556, -0.400, 0.289)  0.133
H (-0.217, 0.804, 0.761)  0.217
H (1.149, -1.726, -0.493)  0.124
H (-2.128, 0.422, -0.967)  0.083
H (-2.219, -0.178, 0.772)  0.067
H (-3.011, -1.063, -0.356)  0.054
N (0.545, 0.420, -0.226)  -0.205
N (-0.897, -1.428, -0.464)  -0.034

(B)
This record from the OMol25 dataset describes one molecule with the formula C3H8N2. The level of theory is ωB97M-V/def2-TZVPD.

For the orbital gap, the calculation gives 9.81 eV. The calculation puts the HOMO energy at -8.63 eV. As for the LUMO energy: 1.18 eV. The structure (SMILES) is C=NNCC.

Last column: Löwdin charge in e.
Cartesian coordinates (Å):
C (1.364, -1.362, -0.907)  -0.058
N (0.802, -0.190, -0.839)  -0.058
N (0.629, 0.294, 0.428)  -0.121
C (-0.595, 1.099, 0.550)  -0.289
C (-1.813, 0.246, 0.504)  -0.131
H (1.774, -1.877, -0.009)  0.074
H (1.491, -1.778, -1.877)  0.038
H (0.619, -0.395, 1.173)  0.105
H (-0.561, 1.493, 1.525)  0.086
H (-0.621, 1.871, -0.242)  0.121
H (-1.797, -0.564, 1.268)  0.079
H (-2.740, 0.851, 0.655)  0.080
H (-1.918, -0.225, -0.494)  0.072

It turns out (B) is the most stable, with the second structure 0.2493 hartree higher.